(1)
The following is a quantum chemistry calculation of a molecular structure, C34H88Cl3N7O8 at a distorted geometry, from the Open Molecules 2025 dataset.

Summary:
Total charge ... +4
Frontier orbital gap ... 0.899 eV

Last column: Mulliken charge in e.
CARTESIAN COORDINATES (ANGSTROEM)
C: 3.9570 -7.2967 -3.6776  -0.807
C: 2.8557 -6.4013 -4.3789  0.544
O: 2.5566 -5.3334 -3.9115  -0.590
N: 2.5028 -6.7977 -5.6006  -0.135
H: 2.0109 -5.9930 -6.0268  0.276
H: -3.5594 2.8204 8.4849  0.482
C: 2.8882 -7.9078 -6.4147  -0.864
H: 4.8676 -6.7561 -3.8436  0.249
H: 3.9656 -8.2913 -4.0919  0.365
H: 3.6639 -7.2089 -2.6292  0.231
H: 3.9255 -7.7685 -6.6242  0.407
H: 2.4166 -7.8504 -7.3919  0.308
H: 2.6977 -8.9120 -5.9748  0.288
C: -0.3083 2.0539 -3.4477  -0.240
C: 0.8819 2.9198 -3.8121  0.433
O: 2.0013 2.7136 -3.4564  -0.480
N: 0.6698 4.1059 -4.7046  0.106
H: -0.2456 4.4359 -4.4517  0.185
H: 1.3097 4.8505 -4.4186  0.303
C: 0.7855 3.8451 -6.2141  -0.812
H: -1.2344 2.2584 -4.0692  0.295
H: -0.3763 2.1759 -2.3898  -0.272
H: 0.0147 1.0253 -3.7611  0.394
H: 0.5635 4.7318 -6.7929  0.295
H: 0.1800 2.9940 -6.5455  0.324
H: 1.8269 3.6794 -6.3355  0.447
C: -0.7896 1.2626 4.0527  -1.184
C: -0.1711 0.7678 2.8091  0.629
O: 0.3216 -0.3513 2.6141  -0.571
N: -0.4986 1.6020 1.7117  0.291
H: -1.4285 1.0364 1.4224  -0.029
H: -0.6161 2.5921 1.9284  0.394
C: 0.2175 1.6396 0.3766  -1.057
H: -1.7915 1.5876 3.8574  0.422
H: -0.2134 2.0540 4.4932  0.246
H: -0.9288 0.4625 4.7746  0.388
H: 0.3640 0.6561 -0.0162  0.417
H: 1.1216 2.2701 0.3129  0.435
H: -0.6259 1.9756 -0.2618  0.306
C: 0.8335 7.1236 5.3522  -1.249
C: 1.5422 6.5120 4.1788  0.655
O: 1.3195 6.6746 3.0047  -0.497
N: 2.5148 5.4570 4.5381  -0.189
H: 2.5484 5.4028 5.5569  0.330
H: 2.4376 4.2517 4.0397  0.262
C: 3.9330 5.8458 4.0294  -0.694
H: 0.0994 6.3633 5.7270  0.310
H: 0.1647 7.9217 5.0652  0.355
H: 1.4130 7.3966 6.1906  0.400
H: 4.1210 5.2110 3.1279  0.261
H: 4.6886 5.5762 4.7755  0.334
H: 3.9701 6.9032 3.8143  0.309
C: 4.9989 -2.1038 4.2445  -1.340
C: 3.9337 -2.7786 3.2941  -0.354
N: 4.5032 -3.8690 2.3285  0.500
C: 5.1319 -4.9498 3.0163  -1.419
C: 3.3057 -4.4392 1.5235  -0.331
C: 2.4667 -5.3225 2.3858  -1.239
C: 5.4584 -3.2441 1.4015  -0.649
C: 6.2648 -4.1321 0.4200  -0.664
O: 7.3503 -4.7342 1.1581  -0.314
C: 8.2692 -5.4584 0.2868  -0.773
H: 4.3698 -1.4656 4.8935  0.430
H: 5.6771 -1.5214 3.6990  0.404
H: 5.5251 -2.7681 4.9214  0.348
H: 3.4881 -1.9828 2.7135  0.403
H: 3.1661 -3.2629 3.8965  0.305
H: 6.0810 -4.6039 3.3884  0.443
H: 5.4294 -5.6792 2.2823  0.544
H: 4.5823 -5.4312 3.7621  0.382
H: 3.7238 -5.0600 0.7407  0.286
H: 2.8132 -3.5634 1.1590  0.433
H: 1.5733 -5.6457 1.8363  0.399
H: 2.2201 -4.8631 3.3409  0.306
H: 3.0197 -6.2542 2.5172  0.399
H: 6.1743 -2.7058 2.0024  0.371
H: 4.8612 -2.5516 0.8072  0.333
H: 6.6796 -3.4272 -0.3199  0.595
H: 5.6115 -4.8463 -0.1356  0.301
H: 8.6711 -4.8201 -0.5277  0.303
H: 7.7424 -6.2479 -0.1687  0.338
H: 9.1717 -5.7790 0.8507  0.256
C: -6.8759 -5.1313 3.2052  -1.245
C: -7.1161 -4.4039 1.9252  -0.506
N: -5.9593 -4.3637 0.9521  -0.130
C: -5.6849 -5.7585 0.5212  -1.018
C: -6.4270 -3.5593 -0.2271  -0.376
C: -5.3063 -3.1118 -1.1560  -1.230
C: -4.6837 -3.8193 1.6471  -1.001
C: -4.7542 -2.3491 2.1490  -0.608
O: -5.4372 -2.1812 3.3452  -0.323
C: -5.3479 -0.7833 3.7570  -0.680
H: -6.1437 -4.6748 3.9011  0.316
H: -6.7078 -6.1911 3.1385  0.378
H: -7.8225 -4.9651 3.7451  0.408
H: -7.2504 -3.3672 2.0983  0.484
H: -7.9478 -4.8340 1.4101  0.552
H: -4.7530 -5.6429 0.0335  0.524
H: -6.4463 -6.1768 -0.1224  0.326
H: -5.6377 -6.4150 1.3698  0.381
H: -6.9362 -2.6397 0.0925  0.367
H: -7.1295 -4.2102 -0.7176  0.535
H: -4.8940 -3.9565 -1.6291  0.390
H: -4.6339 -2.5019 -0.6250  0.270
H: -5.5841 -2.3737 -1.9299  0.385
H: -3.8338 -3.8520 0.9679  0.452
H: -4.6248 -4.4737 2.5229  0.571
H: -5.1587 -1.7132 1.3556  0.421
H: -3.7277 -2.0309 2.2019  0.507
H: -4.2720 -0.6145 3.9718  0.238
H: -5.8320 -0.7215 4.7050  0.326
H: -5.7271 -0.0515 3.0090  0.283
C: 0.2845 7.8630 -6.2232  -0.897
O: -0.1351 7.1013 -5.0605  -0.312
C: 0.4007 7.6506 -3.8638  -0.515
C: -0.6973 8.0675 -2.9300  -0.695
N: -1.5990 6.9105 -2.6237  0.517
H: -1.9719 6.5027 -3.4983  0.516
H: -1.0192 6.1527 -2.2417  -0.569
C: -2.8599 7.1109 -1.8687  -0.587
C: -3.4648 5.7519 -1.7755  -0.270
O: -3.6523 5.3285 -3.1213  -0.336
C: -4.2809 4.0843 -3.4298  -0.807
H: 1.3245 7.6564 -6.4251  0.359
H: 0.2036 8.9151 -6.0462  0.424
H: -0.3040 7.5402 -7.0934  0.245
H: 1.0077 8.5470 -4.0512  0.570
H: 1.0280 6.8923 -3.3825  0.271
H: -1.3728 8.8389 -3.2882  0.440
H: -0.3103 8.4138 -1.9401  0.344
H: -3.4816 7.7464 -2.4716  0.362
H: -2.7239 7.5592 -0.8855  0.344
H: -4.4859 5.7831 -1.2911  0.406
H: -2.9289 4.9045 -1.2375  0.148
H: -4.3401 4.0037 -4.4972  0.294
H: -5.3397 4.0939 -3.2039  0.332
H: -3.7822 3.2302 -3.0071  0.266
Cl: -0.2407 4.6313 -1.1489  -0.706
Cl: 2.5665 2.7682 3.5745  -0.541
Cl: -2.7974 0.0433 0.6997  -0.597



(2)
The following is a quantum chemistry calculation of a molecular structure, C28H37As3NO5RhS at a distorted geometry, from the Open Molecules 2025 dataset.

Summary:
Frontier orbital gap ... 7.783 eV

Last column: Mulliken charge in e.
CARTESIAN COORDINATES (ANGSTROEM)
Rh: -0.9099 -0.7136 0.7402  0.782
O: -2.5094 0.7865 4.4810  -0.716
C: -2.2921 0.1640 3.4531  -0.066
O: -1.7198 0.6166 2.3939  -0.710
C: -2.7152 -1.2850 3.3472  0.448
C: -3.5686 -1.9011 4.2461  -0.665
C: -4.0387 -3.1697 3.9367  -0.243
C: -3.7055 -3.7438 2.7180  -0.667
C: -2.8481 -3.0506 1.8810  0.414
N: -2.3081 -1.8912 2.2377  0.148
C: -2.5422 -3.4555 0.4560  -0.164
O: -2.8419 -4.5737 0.0617  -0.719
O: -1.9609 -2.5352 -0.2237  -0.601
H: -3.8638 -1.3649 5.1365  0.534
H: -4.7107 -3.6819 4.6135  0.428
H: -4.1082 -4.6893 2.3839  0.532
C: 0.1397 -2.1710 -2.3533  -1.308
As: 0.5348 -2.0710 -0.4720  1.725
C: 0.5968 -3.9061 0.1398  -1.622
C: 2.4305 -1.5678 -0.5413  -2.129
C: 3.0836 -0.9644 0.7208  3.051
C: 2.7818 -1.8404 1.9353  -1.697
C: 2.5443 0.4706 0.8773  -1.505
As: 0.7362 0.6871 1.5717  1.856
C: 0.9678 0.6865 3.4932  -1.584
C: 0.3739 2.5236 1.1186  -1.332
C: 4.5960 -0.9050 0.4400  -2.056
As: 6.0196 -0.3859 1.7297  0.305
C: 6.1294 -2.0333 2.7928  -1.118
C: 5.1493 0.7321 3.0929  -1.059
H: 0.7324 -2.9732 -2.7930  0.444
H: 0.3857 -1.2187 -2.8172  0.386
H: -0.9216 -2.3788 -2.4517  0.347
H: 1.5347 -4.3466 -0.1975  0.494
H: -0.2528 -4.4366 -0.2845  0.497
H: 0.5415 -3.9531 1.2258  0.335
H: 2.5211 -0.8599 -1.3688  0.445
H: 2.9449 -2.4838 -0.8440  0.636
H: 1.7078 -1.9478 2.1136  -0.061
H: 3.2166 -1.4317 2.8459  0.138
H: 3.1873 -2.8451 1.7941  0.435
H: 2.5369 0.9560 -0.1022  0.450
H: 3.1751 1.0748 1.5282  0.347
H: 1.9479 1.1084 3.7145  0.450
H: 0.9001 -0.3242 3.8911  0.317
H: 0.1720 1.2885 3.9254  0.573
H: 1.0129 3.1750 1.7150  0.469
H: -0.6729 2.7113 1.3425  0.368
H: 0.5605 2.6707 0.0578  0.313
H: 4.7593 -0.2508 -0.4215  0.470
H: 4.9292 -1.8979 0.1178  0.561
H: 6.3652 -2.8656 2.1299  0.327
H: 5.2159 -2.2560 3.3403  0.301
H: 6.9493 -1.9247 3.5020  0.394
H: 4.9285 1.7216 2.6946  0.322
H: 5.8858 0.8544 3.8878  0.449
H: 4.2489 0.2962 3.5222  0.196
C: -4.9284 6.2980 -6.9959  -1.123
C: -4.0434 5.6319 -5.9706  0.793
O: -3.7172 6.1548 -4.9411  -0.511
S: -3.5765 3.9902 -6.4958  -0.274
C: -2.8862 3.2066 -5.0625  0.492
C: -2.0941 3.8465 -4.1155  -0.506
C: -1.6167 3.1320 -3.0296  -0.522
C: -1.8950 1.7731 -2.8783  0.095
C: -2.6583 1.1336 -3.8579  -0.638
C: -3.1542 1.8455 -4.9339  -0.643
C: -1.4346 1.0472 -1.7315  0.168
C: -0.9848 0.4078 -0.8070  -0.626
H: -4.9157 7.3717 -6.8272  0.305
H: -5.9432 5.9166 -6.8754  0.303
H: -4.6058 6.0696 -8.0118  0.353
H: -1.8602 4.8938 -4.2192  0.422
H: -1.0083 3.6331 -2.2880  0.396
H: -2.8701 0.0772 -3.7588  0.469
H: -3.7606 1.3416 -5.6762  0.383



(3)
The following is a quantum chemistry calculation of a molecular structure, C8H25N4O4PRb at a distorted geometry, from the Open Molecules 2025 dataset.

Summary:
Total charge ... -1
Frontier orbital gap ... 6.744 eV

Last column: Mulliken charge in e.
CARTESIAN COORDINATES (ANGSTROEM)
Rb: 6.4139 7.8155 12.5631  0.771
O: 7.6876 5.3474 12.0134  -0.734
H: 8.5554 4.9231 12.2571  0.142
O: 6.1420 3.7270 11.1984  -0.871
H: 5.4875 3.4494 11.8137  0.188
O: 5.2434 9.0890 9.7172  -0.909
P: 5.9724 8.5183 8.5521  0.323
N: 7.6101 8.3819 8.7995  0.396
C: 8.0848 9.2399 9.9098  -0.650
C: 8.2092 7.0247 8.8163  -0.995
N: 5.8889 9.6976 7.3010  0.283
C: 4.7014 10.5463 7.2006  -0.975
C: 7.0695 9.9664 6.3993  -0.938
N: 5.4977 7.0492 7.9424  0.530
C: 4.9236 6.1414 8.8857  -1.048
C: 5.3036 6.7066 6.5338  -0.917
H: 9.2490 9.2496 9.8455  0.236
H: 7.8857 8.7933 10.8792  -0.145
H: 7.6616 10.1885 10.0051  0.334
H: 7.9385 6.4231 9.6600  0.469
H: 9.2973 7.0440 8.6330  0.314
H: 7.7357 6.4513 7.9472  0.210
H: 4.9690 11.5803 6.9032  0.279
H: 4.0171 10.1068 6.4262  0.273
H: 4.1532 10.4655 8.1206  0.275
H: 6.8766 9.4147 5.4411  0.249
H: 7.0169 11.0780 6.1659  0.299
H: 7.9844 9.6951 6.9176  0.332
H: 5.5833 5.9602 9.6937  0.330
H: 4.0008 6.5559 9.3270  0.280
H: 4.6328 5.1284 8.5517  0.305
H: 4.2200 6.5427 6.3339  0.340
H: 5.9071 5.7222 6.3369  0.343
H: 5.6933 7.5335 5.9120  0.181
O: 6.3839 10.2934 14.3733  -0.744
C: 7.5380 10.4761 14.7257  0.680
N: 8.5957 9.8936 14.1370  -0.652
C: 7.6926 11.2757 16.0040  -1.138
H: 6.9306 4.5234 11.6648  0.368
H: 9.4728 10.2901 14.6039  0.080
H: 8.6558 11.1001 16.3940  0.386
H: 6.9952 10.9640 16.7576  0.261
H: 7.6335 12.2782 15.6853  0.258



Number 1: HOMO level -15.54 eV. Number 2: HOMO level -8.06 eV. Number 3: HOMO level -4.31 eV.